Entry 1:
A 2-piece molecular cluster, C2HCl2NO2 overall at a distorted geometry, computed with ωB97M-V with the def2-TZVPD basis set.

Properties
Highest occupied orbital energy (alpha / beta) (eV): -10.775 / -10.775
Charge: 0
Total energy (hartree): -1202.1491
F_max (eV/Å): 3.51
LUMO energy (alpha / beta) (eV): -3.83 / -3.83

Cartesian coordinates (Å):
C1 -0.834 -0.891 -0.090
C2 0.059 -0.037 0.279
N1 0.211 1.341 0.086
O1 -0.797 2.034 0.037
O2 1.351 1.782 -0.013
Cl1 -0.900 -2.580 -0.102
Cl2 2.579 -1.333 0.426
H1 -1.669 -0.316 -0.623

Entry 2:
One molecule with the formula C10H13N3 at a distorted geometry, computed with ωB97M-V with the def2-TZVPD basis set.

Properties
Highest occupied orbital energy (eV): -8.881
Charge: 0
Total energy (hartree): -553.0609
F_max (eV/Å): 2.69
SMILES: CN(C)[C@@H](NC#N)c1ccccc1
LUMO energy (eV): 0.62

Cartesian coordinates (Å):
C1 -3.392 0.279 0.996
N1 -2.055 -0.239 1.218
C2 -1.931 -1.513 1.862
C3 -1.028 0.754 1.454
N2 -1.017 1.228 2.844
C4 -0.639 2.497 3.023
N3 -0.332 3.632 3.079
C5 0.387 0.313 1.125
C6 0.717 -0.941 0.603
C7 2.059 -1.337 0.585
C8 3.068 -0.447 0.953
C9 2.725 0.878 1.220
C10 1.396 1.272 1.248
H1 -4.117 -0.491 1.289
H2 -3.527 1.201 1.590
H3 -3.575 0.542 -0.060
H4 -2.928 -1.815 2.217
H5 -1.571 -2.299 1.177
H6 -1.199 -1.438 2.685
H7 -1.324 1.569 0.750
H8 -1.825 0.945 3.408
H9 -0.038 -1.609 0.182
H10 2.305 -2.368 0.329
H11 4.095 -0.793 1.050
H12 3.497 1.592 1.479
H13 1.144 2.330 1.314

Entry 3:
C37H50GeNRbSSbSe4Si3Te as an isolated structure, computed with ωB97M-V with the def2-TZVPD basis set.

Properties
Highest occupied orbital energy (alpha / beta) (eV): -4.671 / -4.669
Charge: -1
Total energy (hartree): -14976.4687
F_max (eV/Å): 0.84
LUMO energy (alpha / beta) (eV): 0.43 / 0.76

Cartesian coordinates (Å):
Rb1 0.093 0.606 -0.488
C1 3.154 -2.368 -0.848
C2 3.226 -0.908 -0.486
C3 3.179 -0.506 0.851
C4 3.268 0.836 1.193
C5 3.399 1.801 0.198
C6 3.447 1.412 -1.134
C7 3.361 0.066 -1.471
H1 2.482 -2.910 -0.181
H2 4.138 -2.836 -0.766
H3 2.803 -2.505 -1.871
H4 3.091 -1.243 1.644
H5 3.239 1.117 2.238
H6 3.476 2.848 0.463
H7 3.542 2.149 -1.922
H8 3.391 -0.222 -2.515
C8 -5.918 -0.142 -2.184
Si1 -4.070 0.069 -1.908
C9 -3.236 0.331 -3.564
C10 -3.757 1.621 -0.887
C11 -3.508 -1.467 -1.010
Si2 -2.624 -2.827 -1.934
C12 -0.843 -2.325 -2.179
C13 -3.481 -3.172 -3.570
C14 -2.570 -4.483 -1.043
Si3 -3.994 -1.743 0.755
C15 -4.714 -0.250 1.618
C16 -5.289 -3.100 0.866
C17 -2.441 -2.321 1.677
C18 -2.511 -3.109 2.824
C19 -1.350 -3.509 3.463
C20 -0.133 -3.110 2.941
C21 -0.141 -2.326 1.797
N1 -1.251 -1.936 1.168
H9 -6.323 0.777 -2.617
H10 -6.452 -0.345 -1.255
H11 -6.123 -0.961 -2.876
H12 -3.979 0.595 -4.321
H13 -2.692 -0.532 -3.944
H14 -2.516 1.152 -3.518
H15 -3.419 2.434 -1.534
H16 -2.988 1.468 -0.126
H17 -4.650 1.960 -0.358
H18 -0.703 -1.338 -2.625
H19 -0.384 -3.045 -2.865
H20 -0.300 -2.381 -1.233
H21 -3.758 -2.276 -4.123
H22 -4.387 -3.760 -3.404
H23 -2.813 -3.754 -4.212
H24 -2.321 -4.403 0.017
H25 -1.790 -5.088 -1.514
H26 -3.510 -5.031 -1.134
H27 -5.571 0.147 1.069
H28 -3.999 0.556 1.772
H29 -5.059 -0.560 2.607
H30 -6.113 -2.900 0.177
H31 -5.705 -3.132 1.876
H32 -4.883 -4.082 0.628
H33 -3.478 -3.394 3.221
H34 -1.391 -4.108 4.364
H35 0.808 -3.357 3.413
H36 0.807 -1.976 1.391
Se1 1.199 0.581 7.802
Sb1 0.970 -0.206 5.561
Se2 2.796 -1.511 4.623
Se3 -2.432 0.323 4.628
Se4 0.926 2.057 4.030
Te1 -0.963 0.930 2.816
C22 -1.849 2.721 2.125
C23 -1.317 3.567 1.191
C24 -2.189 4.639 0.870
C25 -3.356 4.568 1.573
S1 -3.402 3.226 2.625
H37 -0.325 3.458 0.769
H38 -1.957 5.418 0.160
H39 -4.190 5.250 1.529
Ge1 0.525 1.261 -3.704
C26 -0.204 2.997 -4.435
C27 -0.159 3.370 -5.782
C28 -0.670 4.581 -6.225
C29 -1.248 5.469 -5.325
C30 -1.307 5.127 -3.983
C31 -0.794 3.907 -3.556
C32 0.006 -0.016 -5.174
C33 0.730 -1.206 -5.308
C34 0.356 -2.206 -6.195
C35 -0.772 -2.045 -6.990
C36 -1.506 -0.872 -6.886
C37 -1.118 0.121 -5.992
H40 2.029 1.437 -4.183
H41 0.290 2.695 -6.503
H42 -0.617 4.837 -7.277
H43 -1.649 6.415 -5.669
H44 -1.759 5.807 -3.269
H45 -0.867 3.654 -2.500
H46 1.614 -1.359 -4.695
H47 0.945 -3.113 -6.268
H48 -1.073 -2.821 -7.682
H49 -2.387 -0.728 -7.500
H50 -1.715 1.024 -5.928

Entry 4:
A 14-piece molecular cluster, C50H55Cl10N9 overall at a distorted geometry, computed with ωB97M-V with the def2-TZVPD basis set.

Properties
Highest occupied orbital energy (eV): -9.130
Charge: 0
Total energy (hartree): -7032.8677
F_max (eV/Å): 4.48
LUMO energy (eV): 0.39

Cartesian coordinates (Å):
C1 0.586 -3.638 2.436
Cl1 -0.146 -4.179 0.872
Cl2 1.904 -4.764 2.792
H1 0.922 -2.638 2.193
H2 -0.148 -3.644 3.224
C2 -0.867 0.247 1.073
Cl3 -1.392 -0.405 2.657
Cl4 0.639 -0.468 0.506
H3 -1.709 0.120 0.391
H4 -0.677 1.323 1.126
C3 5.124 0.075 2.918
Cl5 4.042 -1.308 3.101
Cl6 6.596 -0.087 1.957
H5 4.562 0.850 2.327
H6 5.454 0.381 3.871
C4 2.962 -6.481 -1.697
Cl7 3.063 -8.245 -2.026
Cl8 1.765 -5.620 -2.724
H7 2.509 -6.295 -0.690
H8 3.970 -6.111 -1.901
C5 3.624 -2.480 -1.712
Cl9 4.367 -1.580 -0.385
Cl10 4.116 -1.831 -3.340
H9 4.020 -3.447 -1.644
H10 2.609 -2.265 -1.602
N1 3.679 2.777 -4.397
C6 3.165 3.886 -4.012
C7 2.079 3.947 -3.144
C8 1.414 2.773 -2.816
C9 2.008 1.590 -3.193
C10 3.124 1.627 -4.023
H11 3.625 4.827 -4.229
H12 1.698 4.922 -2.817
H13 0.651 2.655 -2.086
H14 1.652 0.607 -2.874
H15 3.638 0.730 -4.383
N2 -0.173 1.578 5.553
C11 0.931 1.399 4.850
C12 1.645 2.440 4.239
C13 1.182 3.709 4.293
C14 0.030 3.887 5.006
C15 -0.630 2.829 5.583
H16 1.230 0.350 4.838
H17 2.464 2.226 3.621
H18 1.701 4.500 3.775
H19 -0.429 4.871 5.033
H20 -1.560 3.039 6.073
N3 -0.906 -4.549 5.653
C16 0.112 -4.205 6.395
C17 0.503 -2.865 6.634
C18 -0.426 -1.920 6.354
C19 -1.543 -2.274 5.632
C20 -1.752 -3.549 5.249
H21 0.703 -4.976 6.906
H22 1.443 -2.737 7.083
H23 -0.348 -0.830 6.543
H24 -2.208 -1.450 5.417
H25 -2.632 -3.907 4.585
N4 -0.841 4.817 -5.278
C21 -0.548 6.033 -5.693
C22 -0.771 7.164 -4.903
C23 -1.297 6.954 -3.602
C24 -1.636 5.672 -3.252
C25 -1.391 4.642 -4.110
H26 -0.134 6.047 -6.675
H27 -0.378 8.110 -5.175
H28 -1.420 7.792 -2.932
H29 -2.057 5.414 -2.281
H30 -1.561 3.600 -3.749
N5 -4.010 -5.345 -1.053
C26 -3.400 -5.059 -2.257
C27 -2.240 -5.663 -2.603
C28 -1.635 -6.563 -1.724
C29 -2.168 -6.804 -0.482
C30 -3.402 -6.207 -0.228
H31 -3.811 -4.279 -2.860
H32 -1.812 -5.310 -3.602
H33 -0.706 -6.981 -2.106
H34 -1.760 -7.507 0.204
H35 -3.924 -6.404 0.691
N6 -1.173 -0.668 -2.637
C31 -0.681 -0.512 -3.846
C32 0.077 -1.489 -4.525
C33 0.282 -2.669 -3.816
C34 -0.213 -2.840 -2.515
C35 -0.949 -1.848 -1.961
H36 -0.782 0.478 -4.307
H37 0.598 -1.202 -5.417
H38 0.980 -3.482 -4.130
H39 -0.039 -3.785 -1.997
H40 -1.374 -1.781 -0.951
N7 -3.729 -0.960 0.022
C36 -4.374 -1.915 0.671
C37 -5.536 -2.509 0.204
C38 -5.891 -2.213 -1.023
C39 -5.274 -1.230 -1.746
C40 -4.173 -0.618 -1.172
H41 -3.991 -2.239 1.632
H42 -6.097 -3.166 0.792
H43 -6.792 -2.667 -1.454
H44 -5.626 -1.031 -2.770
H45 -3.765 0.229 -1.706
N8 -1.331 3.279 -0.326
C41 -2.469 2.543 -0.396
C42 -3.284 2.275 0.664
C43 -2.984 2.888 1.882
C44 -1.874 3.704 1.975
C45 -1.092 3.833 0.788
H46 -2.623 2.070 -1.366
H47 -4.112 1.695 0.689
H48 -3.561 2.719 2.749
H49 -1.543 4.206 2.841
H50 -0.189 4.366 0.981
N9 2.333 4.194 0.628
C46 2.546 2.879 0.680
C47 3.700 2.224 0.187
C48 4.677 3.085 -0.302
C49 4.497 4.439 -0.408
C50 3.299 4.951 0.157
H51 1.752 2.268 1.058
H52 3.784 1.128 0.165
H53 5.593 2.663 -0.648
H54 5.252 5.140 -0.795
H55 3.083 6.029 0.056

Entry 5:
C25H35N3O4PRuS2 as an isolated structure, computed with ωB97M-V with the def2-TZVPD basis set.

Properties
Highest occupied orbital energy (alpha / beta) (eV): -4.008 / -4.382
Charge: -1
Total energy (hartree): -2671.6273
F_max (eV/Å): 0.54
Multiplicity: 5
LUMO energy (alpha / beta) (eV): 2.90 / 2.89

Cartesian coordinates (Å):
Ru1 -0.300 -0.186 -0.128
C1 -2.713 -2.018 -1.419
N1 -2.758 -1.243 -0.165
C2 -3.030 -2.200 0.928
C3 -2.527 -1.802 2.313
C4 -1.032 -2.098 2.526
N2 -0.312 -2.211 1.257
C5 0.748 -2.911 1.271
C6 1.659 -3.145 0.162
C7 2.756 -3.983 0.409
C8 3.684 -4.297 -0.560
C9 3.508 -3.744 -1.840
C10 2.445 -2.917 -2.116
C11 1.473 -2.575 -1.131
O1 0.481 -1.808 -1.448
C12 -3.821 -0.232 -0.287
C13 -3.872 0.867 0.771
C14 -2.659 1.794 0.819
N3 -1.462 1.161 1.372
C15 -0.938 1.740 2.378
C16 0.283 1.420 3.095
C17 0.430 2.051 4.348
C18 1.527 1.871 5.151
C19 2.559 1.034 4.674
C20 2.471 0.426 3.449
C21 1.332 0.581 2.589
O2 1.319 -0.016 1.458
H1 -3.643 -2.594 -1.555
H2 -1.862 -2.694 -1.392
H3 -2.583 -1.352 -2.266
H4 -2.548 -3.138 0.660
H5 -4.112 -2.393 0.957
H6 -3.104 -2.361 3.051
H7 -2.710 -0.750 2.497
H8 -0.915 -3.018 3.107
H9 -0.584 -1.293 3.113
H10 1.032 -3.413 2.205
H11 2.867 -4.391 1.411
H12 4.522 -4.947 -0.342
H13 4.224 -3.973 -2.625
H14 2.312 -2.488 -3.106
H15 -4.797 -0.747 -0.308
H16 -3.692 0.252 -1.251
H17 -4.079 0.459 1.761
H18 -4.732 1.491 0.516
H19 -2.921 2.688 1.397
H20 -2.425 2.114 -0.196
H21 -1.474 2.605 2.788
H22 -0.375 2.701 4.685
H23 1.602 2.365 6.112
H24 3.444 0.876 5.283
H25 3.268 -0.208 3.072
C22 0.627 5.727 -1.981
C23 0.984 4.642 -2.973
O3 -0.076 3.675 -3.026
P1 0.191 2.189 -2.473
S1 -1.490 1.177 -2.615
S2 1.057 2.221 -0.698
O4 1.266 1.708 -3.570
C24 1.778 0.358 -3.529
C25 2.279 0.015 -4.915
H26 1.376 6.524 -2.008
H27 0.585 5.310 -0.973
H28 -0.350 6.153 -2.225
H29 1.923 4.162 -2.695
H30 1.093 5.045 -3.978
H31 1.001 -0.332 -3.212
H32 2.582 0.309 -2.792
H33 1.463 0.094 -5.637
H34 2.659 -1.013 -4.929
H35 3.084 0.689 -5.222